C43H41N3O3P2V | the ωB97M-V functional and the def2-TZVPD basis

Values from the calculation:
Kohn-Sham gap (alpha / beta): 7.2 / 8.1 eV
F_max: 1.50 eV/Å
HOMO energy (alpha / beta): -12.50 / -13.62 eV
Energy relative to the best compared isomer or geometry (same formula, charge and spin): 0.3 kcal/mol
Total charge: +2
Spin multiplicity: 4

The geometry in XYZ format:
```
93
Properties=species:S:1:pos:R:3:forces:R:3
V -0.26552 -0.61845 0.63999 0.3863 1.1952 -0.8188
C -0.69314 -0.23490 4.97754 0.0256 0.0361 -0.0219
C -1.25461 -1.46640 5.27177 -0.0274 -0.0404 0.0113
C -1.33354 -2.43091 4.27858 -0.0402 0.0257 0.0472
C -0.86007 -2.12911 3.01397 0.1987 -0.1627 -0.0766
N -0.36528 -0.91204 2.71535 -0.1659 -0.2000 0.3905
C -0.27186 0.00458 3.68206 -0.0632 -0.0018 -0.0435
C -0.70506 -3.13959 1.92929 0.1309 0.0931 0.1647
C -0.93168 -4.49278 2.11208 -0.0014 -0.0382 0.0108
C -0.54483 -5.38251 1.12208 -0.0376 -0.0215 0.0384
C 0.07301 -4.89677 -0.01837 0.0298 0.0323 -0.0475
C 0.22353 -3.53042 -0.15289 -0.0537 0.0444 -0.0194
N -0.17835 -2.66200 0.78374 0.0384 -0.7990 0.1157
H -0.58831 0.53331 5.73026 -0.0110 -0.0079 0.0018
H -1.61534 -1.68408 6.26799 0.0040 0.0072 0.0004
H -1.74793 -3.40407 4.49609 0.0050 0.0112 0.0229
H 0.14402 0.95987 3.38513 0.0172 0.0128 0.0099
H -1.37681 -4.85541 3.02650 0.0138 -0.0286 -0.0118
H -0.70562 -6.44424 1.25124 0.0012 0.0041 0.0057
H 0.42116 -5.55744 -0.79907 -0.0093 -0.0037 0.0016
H 0.64974 -3.09276 -1.04766 0.0116 -0.0086 -0.0100
O -0.24211 -0.17258 -1.48316 -0.1555 0.1355 0.2531
C -1.34326 -0.05703 -2.41797 0.1166 0.0510 0.1084
C -2.06700 -1.36073 -2.64466 -0.0890 -0.0121 -0.0717
C -2.61260 -2.05238 -1.38662 -0.0392 -0.0385 0.0271
C -3.21597 -1.10845 -0.38961 0.1461 0.0030 -0.0031
C -4.57318 -0.81555 -0.41754 -0.0154 -0.0248 -0.0333
C -5.10983 0.08588 0.48122 -0.0033 0.0190 0.0249
C -4.26317 0.68741 1.40096 -0.0168 0.0035 -0.0291
C -2.92925 0.34746 1.37547 0.0180 0.0410 0.0079
N -2.39215 -0.53115 0.50944 -0.5806 0.0769 0.0948
H 0.15316 0.74748 -1.52047 0.3918 -0.1901 -0.1993
H -0.92928 0.30674 -3.35784 -0.0180 0.0039 -0.0211
H -2.02533 0.71090 -2.04336 -0.0704 -0.0299 0.0157
H -1.43072 -2.06436 -3.18515 0.0279 0.0114 0.0223
H -2.89951 -1.12535 -3.31310 0.0163 -0.0141 -0.0165
H -1.81989 -2.60832 -0.89995 -0.0156 0.0043 0.0101
H -3.36457 -2.78400 -1.68378 -0.0015 0.0116 -0.0186
H -5.19864 -1.30783 -1.15012 -0.0026 0.0068 0.0028
H -6.16677 0.31626 0.46763 0.0036 -0.0033 -0.0065
H -4.62330 1.40294 2.12580 -0.0122 -0.0033 -0.0041
H -2.24410 0.80516 2.07879 0.0047 -0.0134 0.0128
O 0.71762 2.16703 -2.05063 0.0339 -0.0114 0.0639
P 1.95866 2.98459 -1.85346 -0.3112 -0.1221 0.0274
C 3.03081 2.17977 -0.61618 0.1426 -0.1144 -0.0272
P 2.31921 1.74825 0.98302 -0.1643 -0.0738 0.1597
O 1.00065 1.00376 0.86155 0.0385 -0.0291 -0.1598
C 2.09875 3.26161 1.89801 0.0245 0.1247 0.0032
C 3.19956 4.00020 2.33886 -0.0213 -0.0223 0.0133
C 3.00442 5.20148 2.99811 -0.0055 -0.0165 -0.0070
C 1.71452 5.67477 3.20866 0.0115 0.0278 -0.0014
C 0.61942 4.95346 2.75711 0.0038 -0.0162 -0.0288
C 0.80904 3.74565 2.10025 -0.0167 0.0156 -0.0222
C 3.53565 0.73151 1.81302 0.0900 -0.1062 0.0296
C 3.79348 0.87416 3.17675 -0.0235 -0.0199 -0.0029
C 4.66928 0.00757 3.81427 -0.0167 0.0024 -0.0070
C 5.28691 -1.00777 3.09985 0.0070 -0.0192 -0.0086
C 5.02460 -1.16801 1.74501 0.0009 0.0032 0.0358
C 4.15170 -0.30487 1.10547 0.0070 0.0177 -0.0356
C 1.59301 4.64023 -1.30101 -0.0133 0.1232 0.0328
C 0.28422 5.09207 -1.45674 0.0119 0.0094 0.0272
C -0.04294 6.39268 -1.10003 -0.0098 -0.0049 0.0100
C 0.93045 7.23660 -0.58709 0.0296 0.0189 0.0268
C 2.23658 6.78782 -0.42531 -0.0245 -0.0187 -0.0028
C 2.56949 5.49337 -0.78622 0.0136 -0.0113 0.0282
C 2.99508 3.07765 -3.30477 0.0701 -0.0807 -0.1251
C 3.38637 4.28494 -3.87607 0.0174 0.0273 0.0137
C 4.17047 4.28673 -5.02222 -0.0100 0.0015 0.0156
C 4.56053 3.08940 -5.59965 0.0011 -0.0180 -0.0050
C 4.16450 1.87855 -5.04063 0.0152 0.0521 -0.0120
C 3.38387 1.87268 -3.89973 -0.0101 -0.0208 0.0060
H 3.92900 2.77659 -0.43328 -0.0019 0.0140 -0.0040
H 3.36243 1.25316 -1.09508 0.0182 0.0403 -0.0038
H 4.20869 3.63752 2.17925 0.0038 -0.0249 -0.0043
H 3.85639 5.76859 3.34844 -0.0059 0.0023 0.0020
H 1.56598 6.61532 3.72284 -0.0050 -0.0065 -0.0010
H -0.38182 5.33391 2.90967 0.0051 0.0000 0.0009
H -0.03973 3.18738 1.72357 0.0054 -0.0051 0.0165
H 3.31856 1.66089 3.74728 -0.0200 0.0495 -0.0120
H 4.87299 0.12971 4.86953 0.0000 0.0057 -0.0022
H 5.97616 -1.67642 3.59826 0.0004 0.0050 -0.0026
H 5.50741 -1.95965 1.18821 -0.0033 0.0012 -0.0038
H 3.95788 -0.44829 0.04854 0.0012 0.0108 0.0162
H -0.46614 4.42389 -1.85947 0.0100 -0.0046 -0.0058
H -1.05574 6.75068 -1.22899 0.0026 -0.0103 -0.0055
H 0.67614 8.25305 -0.31618 -0.0071 -0.0068 -0.0004
H 2.99461 7.44959 -0.02796 -0.0041 0.0047 -0.0016
H 3.59497 5.15833 -0.67369 -0.0065 -0.0039 -0.0072
H 3.07972 5.22532 -3.43750 -0.0144 -0.0019 0.0030
H 4.47164 5.22642 -5.46489 -0.0026 -0.0011 0.0013
H 5.17058 3.09634 -6.49311 -0.0021 -0.0053 0.0028
H 4.46189 0.94575 -5.50042 -0.0052 0.0010 0.0029
H 3.05833 0.92419 -3.48456 -0.0179 0.0299 0.0129
```
Forces are in eV/Å.


C4H9NO2 | the ωB97M-V functional and the def2-TZVPD basis

Values from the calculation:
Kohn-Sham gap: 8.6 eV
F_max: 0.84 eV/Å
HOMO energy: -7.67 eV
Energy relative to the best compared isomer or geometry (same formula, charge and spin): 85.6 kcal/mol
Structure (SMILES): N[C@]1(O)C[C@H]1CO

The geometry in XYZ format:
```
16
Properties=species:S:1:pos:R:3:forces:R:3
N 1.84692 -0.62908 1.92473 -0.1627 0.4353 0.1581
C 0.94699 -0.75704 0.89526 -0.3123 0.7447 0.1707
O 0.35300 -1.99947 0.90564 -0.3366 0.0726 -0.3078
C 1.08182 0.09598 -0.28072 0.5327 -0.1560 -0.2242
C -0.28940 0.49800 0.19608 0.3873 0.1037 0.2930
C -1.37714 0.47574 -0.87650 -0.0185 -0.5850 0.6005
O -1.10076 1.48166 -1.87136 -0.0678 -0.1870 0.0441
H 1.67298 -0.89458 2.87809 -0.4738 -0.2728 -0.1755
H 2.72180 -0.15260 1.81272 -0.1398 0.3131 -0.4016
H -0.56423 -1.74050 0.78528 -0.3019 -0.5920 -0.1243
H 1.88302 0.82777 -0.21714 0.0645 0.0225 -0.1860
H 1.08344 -0.44983 -1.21808 0.0024 0.0724 -0.1495
H -0.34936 1.38935 0.81596 0.3151 -0.0660 -0.0685
H -1.42056 -0.50872 -1.37032 0.0216 0.1092 0.1129
H -2.36503 0.67275 -0.43208 0.2162 -0.0552 -0.0253
H -1.77432 1.40077 -2.56479 0.2736 0.0406 0.2834
```
Forces are in eV/Å.


C28H31N3P2SZn | the ωB97M-V functional and the def2-TZVPD basis

Values from the calculation:
Kohn-Sham gap: 8.4 eV
F_max: 2.96 eV/Å
HOMO energy: -13.82 eV
Energy relative to the best compared isomer or geometry (same formula, charge and spin): 15.2 kcal/mol
Total charge: +2

The geometry in XYZ format:
```
66
Properties=species:S:1:pos:R:3:forces:R:3
Zn -0.72836 0.78103 0.45407 1.0453 -1.6708 -0.4666
C 1.50956 -2.00149 -1.22442 0.2217 -0.2000 0.8395
C 0.31024 -2.58660 -0.42391 1.1750 0.2195 0.7064
P -1.12445 -1.46365 -0.37795 -1.2664 0.4943 0.4997
C -2.31723 -2.30096 0.71228 -0.5017 -0.1521 0.0785
C -1.90982 -2.62979 2.00447 0.0110 -0.1034 0.2617
C -2.76295 -3.39805 2.80014 0.9703 -0.5556 0.4361
C -3.98892 -3.82150 2.34237 -0.6800 0.1284 0.3724
C -4.46546 -3.33278 1.16072 -0.9025 0.2148 -1.2694
C -3.63009 -2.61228 0.31612 0.9394 0.1655 -0.1252
C -1.87606 -1.30495 -2.00128 -0.3284 -1.1421 -1.2696
C -2.78133 -0.28168 -2.34924 -0.0330 0.0991 0.2968
C -3.29764 -0.24104 -3.64439 1.1157 -0.7344 -0.5178
C -2.88804 -1.14877 -4.66801 0.3336 -0.3202 2.9193
C -2.14499 -2.28900 -4.27367 -0.3676 1.6519 0.8883
C -1.64455 -2.35200 -2.93862 -0.8606 1.1919 -0.9253
C 2.37951 -1.00009 -0.41179 -0.2902 -1.1567 0.7235
P 1.61306 0.65462 -0.10631 0.8070 0.2257 -0.2740
C 2.52405 1.34542 1.29651 0.5380 -0.8502 1.3743
C 2.86749 0.44985 2.35624 -0.8750 -0.7198 -0.1184
C 3.59572 0.85972 3.47007 -0.0091 1.5008 0.2184
C 3.88998 2.25144 3.66539 -0.1561 -0.5374 -2.1527
C 3.47701 3.13233 2.62871 -0.5116 -0.3650 0.2502
C 2.85134 2.69572 1.44311 0.0001 -0.2216 0.0661
C 2.28426 1.51419 -1.52186 -0.4894 1.3845 -0.3962
C 1.48611 2.05315 -2.53648 -0.0649 0.0759 0.5049
C 2.10360 2.74691 -3.57590 1.1682 -0.5912 0.6299
C 3.52064 2.82317 -3.67498 -1.8797 -0.7835 -0.6120
C 4.26261 2.15613 -2.70041 1.9563 2.1217 -0.5962
C 3.66417 1.73151 -1.56228 -1.3652 -1.4516 0.5264
H 1.11662 -1.61741 -2.15074 0.0712 0.6043 -0.4565
H 2.21871 -2.78056 -1.53300 -0.4316 -0.1487 0.2100
H 0.60366 -2.64701 0.67076 -0.3102 -0.3391 -1.1855
H 0.05975 -3.59130 -0.80104 -0.1741 0.3946 0.3650
H -0.90711 -2.32760 2.35680 -0.5532 -0.3583 -0.0301
H -2.44390 -3.80438 3.74939 0.2720 0.2961 0.1554
H -4.67104 -4.47830 2.87784 0.5109 0.1437 0.3784
H -5.51382 -3.55625 0.91010 0.6926 0.1257 -0.2713
H -3.88312 -2.31543 -0.68783 -0.5753 -0.0393 -0.0979
H -3.13587 0.48112 -1.60577 0.5139 -0.7742 -0.7230
H -3.97439 0.54438 -3.87059 -0.4791 0.5682 -0.3393
H -3.17730 -0.99019 -5.67693 -0.3765 -0.0450 -0.6358
H -2.01269 -3.04072 -5.03186 0.4630 -0.3925 0.2046
H -1.07909 -3.19479 -2.61232 0.3553 -0.5261 -0.0796
H 3.30567 -0.85036 -0.96651 -0.0399 0.3452 0.0508
H 2.70316 -1.49397 0.55357 -0.5571 0.5005 -1.0131
H 2.48381 -0.63088 2.34794 0.8749 1.6404 -0.1411
H 3.89083 0.11252 4.19531 0.0435 0.1276 0.0826
H 4.55925 2.65281 4.43381 -0.6465 -0.4248 0.0429
H 3.52770 4.21021 2.73401 0.6109 -0.0815 0.1590
H 2.64787 3.38957 0.60490 0.0786 -0.2941 0.7626
H 0.38287 2.02967 -2.43780 0.7259 -0.1575 -0.3436
H 1.45747 3.15410 -4.30144 -0.3470 0.7012 -0.8896
H 3.93526 3.32229 -4.56475 0.0712 -0.3666 0.7143
H 5.36637 2.21906 -2.70915 -0.7124 -0.0784 -0.1666
H 4.18101 1.47488 -0.66540 0.9034 -0.3304 0.1558
N -0.52293 0.87742 2.60064 -0.6635 1.4718 0.1228
N -1.63223 1.67219 3.09434 1.2078 -1.5451 1.0688
C -2.21166 2.56319 2.32764 -0.9425 0.3161 -2.3260
N -3.20249 3.28445 2.86518 0.8168 0.3013 0.1926
S -1.84559 2.64863 0.59934 -0.9954 1.3546 1.2420
H -0.48387 0.01000 3.10056 -0.1789 -0.4996 0.4125
H 0.35826 1.38970 2.76472 -0.3321 -0.1952 0.1607
H -2.09231 1.39672 3.96841 0.6275 0.0818 -0.3435
H -3.17734 3.41329 3.87749 -0.3008 0.0549 -0.4128
H -3.61102 4.04236 2.32364 0.0763 -0.3501 0.1055
```
Forces are in eV/Å.


C4H5NO2 | the ωB97M-V functional and the def2-TZVPD basis

Values from the calculation:
Kohn-Sham gap: 8.9 eV
F_max: 1.05 eV/Å
HOMO energy: -8.10 eV
Energy relative to the best compared isomer or geometry (same formula, charge and spin): 33.1 kcal/mol
Structure (SMILES): Nc1cc(O)co1

The geometry in XYZ format:
```
12
Properties=species:S:1:pos:R:3:forces:R:3
N 0.66832 2.17455 0.22101 0.0482 -0.0467 0.3970
C 0.04926 0.92791 0.25611 0.4730 -0.7547 0.3114
C -0.00794 -0.00021 -0.73564 0.0162 0.0121 -0.0115
C -0.28152 -1.24870 -0.11338 -0.1219 0.0683 0.2854
O -0.36011 -2.46365 -0.71779 -0.1665 -0.1026 -0.2511
C -0.42136 -1.02712 1.21326 -0.0041 -0.1136 -0.3757
O -0.18935 0.29607 1.48340 0.1180 0.6892 -0.7827
H 0.15477 3.04261 0.20658 -0.2331 -0.3265 0.0771
H 1.48575 2.19087 -0.37160 -0.2305 0.0650 0.0880
H 0.19322 0.15373 -1.78745 -0.0393 0.1405 0.1389
H -0.59155 -2.31190 -1.64028 0.0343 -0.1810 0.0337
H -0.69949 -1.73415 1.98577 0.1056 0.5499 0.0893
```
Forces are in eV/Å.